(1)
Formula: C24H64Cl8N10O10P2
Source: the Open Molecules 2025 dataset
Level of theory: ωB97M-V/def2-TZVPD

SMILES: CN(C)P(=O)(N(C)C)N(C)C.CN(C)P(=O)(N(C)C)N(C)C.C[N+](=O)[O-].C[N+](=O)[O-].C[N+](=O)[O-].C[N+](=O)[O-].ClCCCl.ClCCCl.ClCCCl.ClCCCl
Highest occupied orbital energy, eV: -8.143
DFT total energy, eV: -180051.9365
Orbital gap, eV: 7.572
Charge: 0

Each atom is followed by the atoms it is bonded to, with distances in Å.
Atoms and positions in Å:
1 C -3.596 2.094 4.453  N2 1.456, H12 1.096, H13 1.088, H14 1.087
2 N -2.346 2.340 3.747  C1 1.456, C3 1.460, P4 1.685
3 C -2.042 1.384 2.687  N2 1.460, H15 1.091, H16 1.085, H17 1.098
4 P -1.695 3.886 3.588  N2 1.685, O5 1.477, N6 1.664, N9 1.678
5 O -0.423 3.915 2.837  P4 1.477
6 N -2.917 4.804 2.932  P4 1.664, C7 1.439, C8 1.443
7 C -3.138 4.692 1.515  N6 1.439, H18 1.096, H19 1.091, H20 1.099
8 C -3.963 5.466 3.675  N6 1.443, H21 1.101, H22 1.089, H23 1.091
9 N -1.583 4.386 5.186  P4 1.678, C10 1.474, C11 1.456
10 C -1.144 5.769 5.444  N9 1.474, H24 1.092, H25 1.090, H26 1.090
11 C -1.182 3.468 6.242  N9 1.456, H27 1.093, H28 1.097, H29 1.088
12 H -4.428 2.601 3.950  C1 1.096
13 H -3.463 2.425 5.480  C1 1.088
14 H -3.814 1.030 4.410  C1 1.087
15 H -2.250 0.359 3.002  C3 1.091
16 H -0.993 1.411 2.412  C3 1.085
17 H -2.680 1.555 1.811  C3 1.098
18 H -3.046 5.657 1.004  C7 1.096
19 H -2.429 4.005 1.051  C7 1.091
20 H -4.145 4.286 1.342  C7 1.099
21 H -4.919 4.922 3.621  C8 1.101
22 H -3.750 5.423 4.742  C8 1.089
23 H -4.186 6.472 3.316  C8 1.091
24 H -0.053 5.811 5.472  C10 1.092
25 H -1.507 6.370 4.610  C10 1.090
26 H -1.587 6.079 6.390  C10 1.090
27 H -1.710 3.799 7.140  C11 1.093
28 H -0.104 3.417 6.436  C11 1.097
29 H -1.442 2.445 5.974  C11 1.088
30 C 2.567 -3.696 -3.473  N31 1.458, H41 1.085, H42 1.091, H43 1.100
31 N 1.740 -4.484 -4.379  C30 1.458, C32 1.463, P33 1.654
32 C 2.348 -5.702 -4.914  N31 1.463, H44 1.092, H45 1.089, H46 1.094
33 P 0.359 -3.915 -5.091  N31 1.654, O34 1.478, N35 1.694, N38 1.675
34 O -0.483 -4.985 -5.665  P33 1.478
35 N -0.438 -2.984 -3.922  P33 1.694, C36 1.452, C37 1.471
36 C 0.090 -1.730 -3.413  N35 1.452, H47 1.095, H48 1.088, H49 1.098
37 C -1.779 -3.375 -3.460  N35 1.471, H50 1.090, H51 1.088, H52 1.091
38 N 0.830 -2.732 -6.180  P33 1.675, C39 1.462, C40 1.465
39 C -0.251 -1.986 -6.822  N38 1.462, H53 1.088, H54 1.091, H55 1.098
40 C 2.072 -2.796 -6.955  N38 1.465, H56 1.087, H57 1.091, H58 1.095
41 H 3.341 -4.278 -2.984  C30 1.085
42 H 1.952 -3.259 -2.686  C30 1.091
43 H 3.032 -2.846 -3.995  C30 1.100
44 H 1.645 -6.534 -4.834  C32 1.092
45 H 3.201 -6.021 -4.318  C32 1.089
46 H 2.673 -5.565 -5.950  C32 1.094
47 H 0.316 -1.801 -2.344  C36 1.095
48 H 0.982 -1.483 -3.984  C36 1.088
49 H -0.656 -0.928 -3.482  C36 1.098
50 H -2.412 -3.463 -4.343  C37 1.090
51 H -1.684 -4.264 -2.839  C37 1.088
52 H -2.178 -2.564 -2.850  C37 1.091
53 H -1.078 -1.838 -6.132  C39 1.088
54 H 0.178 -1.046 -7.172  C39 1.091
55 H -0.649 -2.522 -7.694  C39 1.098
56 H 2.935 -2.831 -6.295  C40 1.087
57 H 2.165 -1.899 -7.569  C40 1.091
58 H 1.973 -3.633 -7.654  C40 1.095
59 C 0.060 4.782 -3.005  N60 1.476, H63 1.083, H64 1.086, H65 1.089
60 N -0.411 3.651 -2.183  C59 1.476, O61 1.214, O62 1.220
61 O 0.186 2.598 -2.275  N60 1.214
62 O -1.285 3.844 -1.353  N60 1.220
63 H -0.347 4.727 -4.007  C59 1.083
64 H 1.143 4.798 -2.924  C59 1.086
65 H -0.272 5.691 -2.505  C59 1.089
66 C 2.742 -1.942 3.380  N67 1.482, H70 1.089, H71 1.087, H72 1.082
67 N 3.628 -1.566 2.253  C66 1.482, O68 1.200, O69 1.208
68 O 4.809 -1.702 2.416  N67 1.200
69 O 3.133 -1.045 1.282  N67 1.208
70 H 1.869 -2.451 2.975  C66 1.089
71 H 2.460 -0.985 3.809  C66 1.087
72 H 3.266 -2.648 4.010  C66 1.082
73 C 0.693 0.077 0.125  N74 1.480, H77 1.086, H78 1.088, H79 1.087
74 N 0.292 -1.185 0.785  C73 1.480, O75 1.213, O76 1.232
75 O 0.313 -2.171 0.079  N74 1.213
76 O -0.018 -1.149 1.977  N74 1.232
77 H 1.765 0.099 -0.045  C73 1.086
78 H 0.452 0.934 0.750  C73 1.088
79 H 0.139 0.207 -0.801  C73 1.087
80 C 5.132 -0.950 -0.793  N81 1.483, H84 1.085, H85 1.090, H86 1.083
81 N 5.069 -2.405 -0.511  C80 1.483, O82 1.212, O83 1.213
82 O 6.076 -2.904 -0.057  N81 1.212
83 O 4.066 -3.011 -0.824  N81 1.213
84 H 4.339 -0.423 -0.273  C80 1.085
85 H 5.003 -0.803 -1.865  C80 1.090
86 H 6.113 -0.577 -0.528  C80 1.083
87 Cl 0.081 -5.523 -1.007  C88 1.774
88 C 0.897 -5.982 0.500  Cl87 1.774, C89 1.516, H91 1.087, H92 1.086
89 C 2.162 -5.152 0.604  C88 1.516, Cl90 1.766, H93 1.091, H94 1.089
90 Cl 2.943 -5.393 2.169  C89 1.766
91 H 1.098 -7.048 0.416  C88 1.087
92 H 0.314 -5.807 1.399  C88 1.086
93 H 1.877 -4.112 0.438  C89 1.091
94 H 2.869 -5.351 -0.200  C89 1.089
95 Cl -4.090 -1.486 4.698  C96 1.781
96 C -3.571 -3.016 3.949  Cl95 1.781, C97 1.534, H99 1.085, H100 1.086
97 C -2.246 -2.761 3.221  C96 1.534, Cl98 1.776, H101 1.086, H102 1.086
98 Cl -1.611 -4.267 2.528  C97 1.776
99 H -4.374 -3.295 3.275  C96 1.085
100 H -3.434 -3.741 4.746  C96 1.086
101 H -1.562 -2.285 3.918  C97 1.086
102 H -2.400 -2.103 2.371  C97 1.086
103 Cl -5.391 1.458 -1.269  C104 1.805
104 C -3.717 1.940 -0.796  Cl103 1.805, C105 1.510, H107 1.084, H108 1.087
105 C -2.732 1.143 -1.617  C104 1.510, Cl106 1.792, H109 1.090, H110 1.088
106 Cl -2.804 -0.579 -1.129  C105 1.792
107 H -3.661 1.764 0.273  C104 1.084
108 H -3.669 3.007 -1.000  C104 1.087
109 H -1.689 1.419 -1.462  C105 1.090
110 H -2.889 1.234 -2.689  C105 1.088
111 Cl 3.453 6.503 1.559  C112 1.802
112 C 3.292 5.349 0.184  Cl111 1.802, C113 1.509, H115 1.087, H116 1.085
113 C 2.905 4.011 0.765  C112 1.509, Cl114 1.802, H117 1.086, H118 1.083
114 Cl 2.918 2.808 -0.577  C113 1.802
115 H 4.258 5.266 -0.308  C112 1.087
116 H 2.563 5.758 -0.507  C112 1.085
117 H 1.887 4.028 1.142  C113 1.086
118 H 3.649 3.610 1.442  C113 1.083

Mulliken population analysis, charges in e, atoms 1 to 99:
1 C -0.5408
2 N 0.6861
3 C 0.5785
4 P 0.0485
5 O -0.8035
6 N 0.4691
7 C -0.8509
8 C -1.1054
9 N 0.3197
10 C -1.0601
11 C -1.0863
12 H 0.2046
13 H 0.3749
14 H -0.2070
15 H 0.1138
16 H 0.1481
17 H -0.6000
18 H 0.3344
19 H -0.0168
20 H 0.3822
21 H 0.3421
22 H 0.3392
23 H 0.3219
24 H 0.2969
25 H 0.3559
26 H 0.3363
27 H 0.3152
28 H 0.2619
29 H 0.3725
30 C -0.4139
31 N 0.5260
32 C -0.9890
33 P 0.1746
34 O -0.8884
35 N 0.6284
36 C -0.7001
37 C -0.8891
38 N 0.3615
39 C -1.0175
40 C -0.9299
41 H 0.4828
42 H -0.2564
43 H 0.0758
44 H 0.2860
45 H 0.3556
46 H 0.2868
47 H -0.1531
48 H 0.4064
49 H 0.3205
50 H 0.2939
51 H 0.2156
52 H 0.1364
53 H 0.2655
54 H 0.3542
55 H 0.3014
56 H 0.1994
57 H 0.3391
58 H 0.3099
59 C -0.9594
60 N 0.8212
61 O -0.3878
62 O -0.4833
63 H 0.3028
64 H 0.3178
65 H 0.3592
66 C -0.8099
67 N 0.8492
68 O -0.5803
69 O -0.3947
70 H 0.1732
71 H 0.3325
72 H 0.3224
73 C 0.3327
74 N 1.3762
75 O -0.4165
76 O -0.6256
77 H -0.4326
78 H 0.1340
79 H -0.2646
80 C -0.7588
81 N 1.0165
82 O -0.5807
83 O -0.4928
84 H 0.2109
85 H 0.3252
86 H 0.2934
87 Cl -0.1006
88 C -0.4117
89 C 0.3223
90 Cl -0.2240
91 H 0.3800
92 H 0.1284
93 H -0.3893
94 H 0.2830
95 Cl -0.2384
96 C -0.3991
97 C -0.1407
98 Cl -0.2162
99 H 0.3367

=====

(2)
Formula: C7H13N
Source: the Open Molecules 2025 dataset
Level of theory: ωB97M-V/def2-TZVPD

Highest occupied orbital energy, eV: -6.964
DFT total energy, eV: -8956.2447
Orbital gap, eV: 7.843
Energy relative to the best compared isomer or geometry (same formula, charge and spin), kcal per mole: 85.05
Charge: 0

Each atom is followed by the atoms it is bonded to, with distances in Å.
Atoms and positions in Å:
1 C 0.162 0.497 1.049  C2 1.515, N8 1.246, H9 1.090
2 C -0.871 -0.522 0.614  C1 1.515, C3 1.519, C5 1.641, H10 1.200
3 C -1.727 0.006 -0.524  C2 1.519, C6 1.535, H11 1.054, H12 1.087
4 C 2.187 0.841 -0.214  C7 1.407, N8 1.201
5 C -0.332 -2.015 0.197  C2 1.641, H13 1.096, H14 1.076, H15 1.117
6 C -2.288 1.424 -0.356  C3 1.535, H16 1.107, H17 1.152, H18 1.072
7 C 3.503 0.386 -0.420  C4 1.407, H19 1.099, H20 1.193, H21 1.059
8 N 1.303 0.679 0.581  C1 1.246, C4 1.201
9 H -0.284 1.326 1.598  C1 1.090
10 H -1.587 -0.592 1.574  C2 1.200
11 H -2.542 -0.630 -0.729  C3 1.054
12 H -1.145 -0.041 -1.441  C3 1.087
13 H 0.550 -2.392 0.728  C5 1.096
14 H -0.155 -1.998 -0.865  C5 1.076
15 H -1.157 -2.718 0.466  C5 1.117
16 H -3.033 1.400 -1.174  C6 1.107
17 H -1.479 2.218 -0.565  C6 1.152
18 H -2.647 1.410 0.655  C6 1.072
19 H 3.813 0.248 -1.466  C7 1.099
20 H 3.613 -0.619 0.212  C7 1.193
21 H 4.117 1.090 0.080  C7 1.059

From a Mulliken analysis of the wavefunction, the atomic charges in e read:
1 C -0.8141
2 C 0.6548
3 C -0.8501
4 C -0.0118
5 C -1.3774
6 C -1.1334
7 C -0.8121
8 N 0.2037
9 H 0.3298
10 H 0.1951
11 H 0.5236
12 H 0.3463
13 H 0.3494
14 H 0.3598
15 H 0.3529
16 H 0.3821
17 H 0.2229
18 H 0.3104
19 H 0.2758
20 H 0.2183
21 H 0.2739

=====

(3)
Formula: C5H8N2
Source: the Open Molecules 2025 dataset
Level of theory: ωB97M-V/def2-TZVPD

Highest occupied orbital energy, eV: -19.126
DFT total energy, eV: -8272.2386
Orbital gap, eV: 9.044
Energy relative to the best compared isomer or geometry (same formula, charge and spin), kcal per mole: 42.20
Charge: +2

Each atom is followed by the atoms it is bonded to, with distances in Å.
Atoms and positions in Å:
1 C -0.496 0.008 -0.395  C2 1.217, H8 1.043
2 C -1.361 -0.833 -0.235  C1 1.217, C3 1.345
3 C -2.383 -1.705 -0.303  C2 1.345, C5 1.441, H9 1.080
4 C 2.889 2.532 0.862  N6 1.191, N7 1.251
5 C -2.602 -2.968 -0.961  C3 1.441, H11 1.139, H12 1.175, H13 1.110
6 N 1.978 1.768 0.937  C4 1.191, H10 1.016
7 N 3.741 3.414 0.616  C4 1.251, H14 1.035, H15 0.974
8 H 0.337 0.546 -0.071  C1 1.043
9 H -3.255 -1.427 0.271  C3 1.080
10 H 1.699 0.924 1.429  N6 1.016
11 H -3.617 -2.751 -1.429  C5 1.139
12 H -3.187 -3.663 -0.216  C5 1.175
13 H -1.931 -3.475 -1.686  C5 1.110
14 H 4.688 3.342 0.204  N7 1.035
15 H 3.502 4.288 0.975  N7 0.974

From a Mulliken analysis of the wavefunction, the atomic charges in e read:
1 C 0.2195
2 C -0.0798
3 C 0.1869
4 C 0.4098
5 C -0.7771
6 N -0.1799
7 N -0.2564
8 H 0.1343
9 H 0.3251
10 H 0.3453
11 H 0.3483
12 H 0.3679
13 H 0.3579
14 H 0.3191
15 H 0.2791

=====

(4)
Formula: C7H15N2P
Source: the Open Molecules 2025 dataset
Level of theory: ωB97M-V/def2-TZVPD

SMILES: CCCP(N1CC1)N1CC1
Highest occupied orbital energy, eV: -6.354
DFT total energy, eV: -19766.2607
Orbital gap, eV: 7.282
Energy relative to the best compared isomer or geometry (same formula, charge and spin), kcal per mole: 62.97
Charge: 0

Each atom is followed by the atoms it is bonded to, with distances in Å.
Atoms and positions in Å:
1 C 0.720 0.322 2.779  C2 1.549, H11 1.094, H12 1.096, H13 1.093
2 C -0.782 0.265 2.405  C1 1.549, C3 1.531, H14 1.099, H15 1.130
3 C -1.045 0.841 1.012  C2 1.531, P4 1.850, H16 1.076, H17 1.105
4 P -0.149 -0.088 -0.313  C3 1.850, N5 1.750, N8 1.759
5 N 0.735 -1.539 0.104  P4 1.750, C6 1.437, C7 1.469
6 C 0.751 -2.523 -0.944  N5 1.437, C7 1.555, H18 1.115, H19 1.079
7 C 1.989 -1.627 -0.656  N5 1.469, C6 1.555, H20 1.082, H21 1.124
8 N -0.215 0.381 -2.007  P4 1.759, C9 1.463, C10 1.448
9 C -1.504 0.940 -2.415  N8 1.463, C10 1.531, H22 1.090, H23 1.063
10 C -0.239 1.797 -2.308  N8 1.448, C9 1.531, H24 1.109, H25 1.076
11 H 1.261 -0.468 2.250  C1 1.094
12 H 0.825 0.121 3.851  C1 1.096
13 H 1.114 1.313 2.540  C1 1.093
14 H -1.133 -0.775 2.470  C2 1.099
15 H -1.342 0.827 3.210  C2 1.130
16 H -0.737 1.872 1.034  C3 1.076
17 H -2.125 0.831 0.779  C3 1.105
18 H 0.714 -3.586 -0.611  C6 1.115
19 H 0.270 -2.296 -1.883  C6 1.079
20 H 2.777 -2.227 -0.220  C7 1.082
21 H 2.359 -0.766 -1.276  C7 1.124
22 H -1.905 0.697 -3.399  C9 1.090
23 H -2.261 1.116 -1.691  C9 1.063
24 H 0.233 2.128 -3.256  C10 1.109
25 H -0.311 2.447 -1.454  C10 1.076

From a Mulliken analysis of the wavefunction, the atomic charges in e read:
1 C -0.9921
2 C -0.6813
3 C -0.6856
4 P 0.1752
5 N -0.1768
6 C -0.3737
7 C -0.4523
8 N -0.2462
9 C -0.4404
10 C -0.3319
11 H 0.2740
12 H 0.3495
13 H 0.2530
14 H 0.3302
15 H 0.3482
16 H 0.4147
17 H 0.3573
18 H 0.2266
19 H 0.2725
20 H 0.2472
21 H 0.2295
22 H 0.2229
23 H 0.2114
24 H 0.2297
25 H 0.2382